[1]
C2H6KS2 | ωB97M-V/def2-TZVPD

```
11
Properties=species:S:1:pos:R:3:forces:R:3:lowdin_charge:R:1
S 0.709948 0.386828 -2.060445 -0.933 -1.859 -0.142 0.339
S 0.370168 1.344438 -0.281086 -1.174 -1.819 1.636 0.370
C -0.825131 -0.959721 0.775023 -0.291 0.028 -0.146 -0.160
C 0.369388 -0.029612 0.908054 0.337 -0.237 0.633 -0.573
H -0.567841 0.118208 -2.403365 0.180 0.060 -0.059 -0.122
H -1.767531 -0.399552 0.896264 0.342 -0.275 -0.034 0.085
H -0.781811 -1.746621 1.546733 0.017 0.322 -0.344 0.092
H -0.826741 -1.440301 -0.217776 -0.035 0.085 0.431 0.064
H 0.374388 0.480558 1.890473 0.019 -0.183 -0.426 0.089
H 1.327408 -0.575012 0.807154 -0.456 0.376 0.002 0.088
K 1.617758 2.820787 -1.861025 1.993 3.504 -1.551 0.728
```
Forces are in eV/Å.

Properties
Molar mass = 133.3 g/mol
Net charge = +1
Gap between HOMO and LUMO = 10.1 eV
E_HOMO = -13.8 eV
Energy above the lowest of the compared OMol25 structures with the same formula, charge and spin = 1.067 eV
Lowest unoccupied orbital energy = -3.7 eV



[2]
C21H68AsF6O13 | ωB97M-V/def2-TZVPD

```
109
Properties=species:S:1:pos:R:3:forces:R:3:lowdin_charge:R:1
As 4.437295 -9.289615 -24.443313 -1.852 0.755 0.274 0.983
F 5.731085 -8.094969 -24.510347 -0.315 -1.030 0.354 -0.248
F 5.604378 -10.642662 -24.510995 -1.220 1.406 0.294 -0.248
F 3.030292 -10.350052 -24.545794 1.050 0.531 0.384 -0.249
F 3.313071 -7.856099 -24.251825 1.311 -1.692 -0.526 -0.283
F 4.343531 -9.247769 -26.261360 0.404 0.377 2.329 -0.266
F 4.450204 -9.399204 -22.642329 0.304 0.082 -1.951 -0.267
C 1.639904 -10.897231 -27.848893 0.045 -0.042 1.181 -0.061
C 2.977806 -11.491900 -28.163315 0.535 -0.156 -1.131 -0.484
C 2.889465 -12.559075 -29.284153 1.078 1.055 -0.195 -0.047
O 3.870918 -10.438007 -28.530970 -0.190 -0.570 -0.979 -0.069
H 1.782675 -10.293217 -26.952852 -0.255 0.064 0.252 0.056
H 0.980815 -11.728176 -27.597438 -0.543 0.280 -0.122 0.076
H 1.261202 -10.201875 -28.598003 -0.023 -0.475 -0.361 0.086
H 3.454709 -11.955108 -27.299538 -0.486 -0.345 0.373 0.125
H 2.757072 -12.077700 -30.253091 -0.591 0.286 -0.003 0.072
H 2.119675 -13.316096 -29.134332 0.162 0.069 0.184 0.073
H 3.882236 -12.984601 -29.430546 -0.036 -0.503 0.400 0.072
H 4.009152 -9.937929 -27.723257 0.190 0.086 -0.101 0.011
C 7.369968 -3.722149 -26.037917 -0.130 -1.450 0.486 -0.028
C 6.670976 -4.928139 -25.273584 -1.700 1.459 -0.618 -0.429
C 5.106229 -4.869743 -25.361829 1.099 1.372 0.142 -0.029
O 6.980724 -6.149773 -25.852881 1.480 -0.668 -0.991 -0.098
H 7.209182 -2.761038 -25.549555 -0.193 -0.144 0.069 0.070
H 7.051412 -3.672991 -27.079175 -0.467 -0.038 0.080 0.074
H 8.444592 -3.881112 -26.127450 0.136 -0.122 0.371 0.067
H 6.962529 -5.004543 -24.226086 0.177 0.614 0.250 0.125
H 4.787543 -4.598632 -26.368329 0.175 -0.346 -0.219 0.073
H 4.739049 -4.039248 -24.758882 -0.295 -0.306 0.449 0.078
H 4.698856 -5.841655 -25.083384 -0.271 0.284 0.224 0.054
H 6.376960 -6.796143 -25.479679 0.029 -0.275 -0.109 0.034
C 8.870349 -8.330842 -27.466681 0.523 -1.782 -0.989 -0.046
C 7.946018 -7.867045 -28.566910 -2.006 0.983 1.596 -0.461
C 6.537898 -8.396077 -28.365938 -0.186 -0.883 -0.302 -0.062
O 7.854830 -6.445148 -28.470282 0.798 0.401 -1.407 -0.077
H 8.821521 -9.414918 -27.364158 -0.148 -0.229 -0.258 0.047
H 8.599067 -8.003885 -26.462880 0.292 0.761 -0.330 0.062
H 9.876260 -8.170639 -27.854702 0.344 0.582 0.885 0.082
H 8.218098 -8.151150 -29.583458 0.606 0.204 0.120 0.137
H 6.078305 -8.213272 -27.394623 0.441 0.265 0.129 0.053
H 6.572051 -9.480279 -28.472930 -0.323 -0.170 -0.115 0.078
H 5.861401 -7.973901 -29.109056 0.044 -0.079 -0.126 0.081
H 7.577046 -6.246562 -27.573063 -0.224 -0.019 0.444 0.024
C 2.936236 -11.537983 -20.694226 0.402 0.034 -0.272 -0.060
C 3.818394 -11.196659 -19.516520 -0.846 1.050 -0.475 -0.515
C 3.484540 -9.854983 -18.889192 0.764 0.497 -0.162 -0.053
O 3.652668 -12.200160 -18.546767 0.522 -0.613 0.474 -0.044
H 1.895565 -11.490078 -20.373580 -0.203 -0.203 -0.136 0.085
H 3.234297 -12.544172 -20.988901 -0.403 -0.123 -0.194 0.079
H 3.080559 -10.872725 -21.545514 -0.035 0.047 0.092 0.057
H 4.850465 -11.138752 -19.862302 0.167 -0.407 0.301 0.127
H 3.614446 -9.047248 -19.609468 -0.016 0.049 -0.149 0.065
H 4.229460 -9.704956 -18.107727 -0.201 0.204 0.270 0.079
H 2.481833 -9.752777 -18.474190 -0.081 -0.358 0.011 0.081
H 2.701006 -12.287316 -18.455375 -0.122 -0.203 0.211 0.082
C 3.876482 -13.286670 -24.189433 0.554 -0.329 0.293 -0.156
O 3.678937 -14.553920 -24.825051 -0.144 0.411 -0.299 -0.116
H 3.110728 -13.060906 -23.447309 -0.269 0.094 -0.197 0.053
H 4.828680 -13.246175 -23.660493 0.223 -0.181 0.102 0.076
H 3.951939 -12.493196 -24.932937 -0.442 -0.404 -0.105 0.047
H 3.607074 -15.261778 -24.180569 0.090 0.224 0.198 0.067
C 0.370300 -12.036769 -24.030155 0.132 -0.310 -0.418 -0.151
O -0.502040 -13.079846 -23.530286 0.611 0.745 -0.432 -0.118
H 1.010046 -12.303802 -24.871305 -0.158 -0.785 -0.237 0.061
H -0.238929 -11.240470 -24.457758 -0.161 0.065 0.640 0.070
H 1.111977 -11.694519 -23.308429 -0.487 0.324 0.459 0.054
H 0.042927 -13.843745 -23.327607 0.071 -0.028 -0.024 0.062
C 8.184087 -11.564513 -25.968857 -1.358 0.016 0.900 -0.159
O 6.884124 -11.741860 -26.524474 0.499 -0.275 -1.264 -0.135
H 8.351769 -12.435124 -25.334808 0.630 0.017 0.147 0.077
H 8.985209 -11.442812 -26.697895 -0.340 -0.165 -0.258 0.069
H 8.118535 -10.671774 -25.346916 0.618 0.051 0.189 0.057
H 6.239207 -11.344361 -25.934821 0.212 0.015 -0.048 0.010
C 0.323449 -7.991365 -24.032990 -0.146 -0.225 0.041 -0.155
O -0.951493 -7.559245 -23.504106 0.627 0.267 -0.662 -0.128
H 0.214676 -8.955977 -24.528755 0.147 -0.396 0.469 0.055
H 0.739692 -7.393292 -24.843638 -0.669 0.806 0.214 0.073
H 1.083913 -7.972136 -23.252335 -0.027 -0.407 -0.035 0.061
H -1.168201 -8.163524 -22.790332 0.039 -0.027 -0.018 0.063
C 1.661453 -4.828130 -22.227507 0.163 -0.105 0.085 -0.154
O 2.769371 -3.952449 -22.084461 -0.214 0.187 -0.319 -0.134
H 1.431716 -5.179665 -21.221652 -0.561 -0.332 -0.119 0.079
H 0.798987 -4.336131 -22.677166 0.136 0.248 0.162 0.079
H 1.919960 -5.665888 -22.875153 -0.034 -0.227 0.003 0.058
H 3.322162 -4.437426 -21.467352 0.558 0.255 0.220 0.016
C 5.057386 -6.499180 -21.232539 1.918 -1.151 -0.125 -0.159
O 4.387888 -5.655186 -20.361286 -1.337 0.945 0.509 -0.119
H 5.163391 -7.459239 -20.727415 -0.031 -0.442 -0.470 0.068
H 4.656344 -6.652679 -22.234386 -0.605 0.396 0.335 0.070
H 6.067383 -6.100094 -21.326060 0.338 -0.138 -0.516 0.081
H 4.841823 -5.781340 -19.524854 -0.304 0.339 0.156 0.092
C 7.420969 -11.018303 -21.882322 0.911 0.187 -0.398 -0.138
O 8.836421 -10.892386 -21.583622 -1.547 -0.716 1.060 -0.141
H 6.848758 -11.593333 -21.154303 0.646 -0.235 0.329 0.064
H 6.914966 -10.053397 -21.914217 0.104 0.229 -0.201 0.058
H 7.321858 -11.518801 -22.845530 -0.263 0.064 -0.085 0.058
H 9.225185 -10.354509 -22.277271 0.058 0.173 -0.328 -0.006
C 9.132010 -8.066513 -23.639110 -0.213 0.311 -0.307 -0.127
O 9.719272 -9.337787 -23.529368 0.965 -0.640 -0.103 -0.134
H 9.147610 -7.536892 -22.686559 -0.153 -0.078 0.141 0.086
H 9.697909 -7.469266 -24.354073 -0.381 0.152 -0.164 0.087
H 8.115183 -8.270173 -23.974796 -0.060 0.663 -0.008 0.065
H 10.563888 -9.345306 -23.985619 -0.038 -0.101 0.100 0.102
C 3.097332 -6.776043 -27.996807 -0.592 -0.161 0.151 -0.144
O 2.100682 -5.758592 -28.139992 0.268 0.269 0.107 -0.128
H 3.971215 -6.370928 -27.486606 -0.087 0.189 -0.346 0.058
H 2.716183 -7.567184 -27.351126 0.042 -0.224 -0.036 0.061
H 3.344471 -7.189235 -28.974707 0.324 -0.080 0.079 0.080
H 1.329815 -6.155219 -28.552351 0.027 -0.046 0.026 0.065
```
Forces are in eV/Å.

Properties
Molar mass = 717.7 g/mol
Net charge = -1
Gap between HOMO and LUMO = 9.2 eV
E_HOMO = -7.1 eV
Energy above the lowest of the compared OMol25 structures with the same formula, charge and spin = 4.192 eV
Lowest unoccupied orbital energy = 2.2 eV



[3]
C15H9Cl5O3Rh | ωB97M-V/def2-TZVPD

```
33
Properties=species:S:1:pos:R:3:forces:R:3:lowdin_charge:R:1
Rh 0.288600 0.117500 0.140900 0.028 3.146 -1.878 1.041
C -3.852900 3.872400 -4.110800 -0.424 -0.004 0.179 -0.045
O -2.524400 3.913600 -4.595100 0.441 0.031 -0.169 -0.035
C -1.562000 3.241800 -3.978300 0.625 -0.319 0.176 -0.262
C -0.255900 3.409800 -4.507300 0.343 -0.104 0.110 0.027
C 0.826100 2.849500 -3.878100 -0.551 0.948 -0.431 -0.013
C 0.694100 2.090500 -2.703600 -0.196 -0.882 1.203 -0.096
C 1.839900 1.680300 -1.917200 -1.372 1.582 -1.892 -0.344
C 3.082300 2.516500 -1.932900 0.307 -0.595 -0.135 0.032
O 1.828400 0.701700 -1.146700 -0.791 -1.223 2.966 -0.066
C -0.649600 1.736500 -2.276000 1.458 1.781 -1.913 -0.320
O -0.910600 0.867800 -1.383400 0.069 -2.100 3.556 -0.096
C -1.739400 2.395800 -2.896000 -0.076 -0.442 0.444 0.073
H -4.435800 4.441400 -4.832200 -0.004 -0.092 0.107 0.103
H -3.923800 4.348100 -3.128300 0.042 -0.058 -0.057 0.106
H -4.228500 2.847700 -4.054000 0.031 0.060 -0.059 0.100
H -0.138200 4.025500 -5.385300 0.027 -0.054 -0.116 0.127
H 1.801600 2.996200 -4.317200 0.060 0.106 0.071 0.120
H 3.053600 3.122400 -1.025400 -0.121 0.053 0.048 0.103
H 3.157000 3.173700 -2.789000 -0.018 0.027 -0.025 0.081
H 3.960300 1.880300 -1.855800 0.095 -0.026 -0.033 0.104
H -2.715000 2.188800 -2.485500 -0.095 -0.007 -0.016 0.120
Cl -0.229000 -1.044000 2.265400 -0.174 -0.819 -0.185 0.788
C -0.217900 0.592200 2.837200 0.224 1.420 -0.143 -0.685
C 0.114000 1.500300 1.832100 -0.334 -1.607 -0.229 -0.183
C 0.099600 2.852900 2.156100 0.171 -0.436 -0.742 -0.699
Cl 0.427700 3.993400 0.927800 0.111 0.193 -0.335 0.743
C -0.194700 3.281800 3.458200 -0.044 -0.522 0.157 -0.693
Cl -0.201700 4.948200 3.836800 0.029 -0.101 -0.077 0.745
C -0.496600 2.334200 4.449700 0.015 -0.195 -0.394 -0.688
Cl -0.861200 2.841000 6.031600 -0.012 0.011 0.100 0.756
C -0.527100 0.958200 4.138900 0.076 0.288 -0.141 -0.696
Cl -0.944900 -0.207500 5.316500 0.060 -0.059 -0.147 0.752
```
Forces are in eV/Å.

Properties
Molar mass = 517.4 g/mol
Net charge = +1
Gap between HOMO and LUMO (spin up / spin down) = 5.4 / 5.5 eV
E_HOMO (spin up / spin down) = -11.7 / -11.7 eV
Energy above the lowest of the compared OMol25 structures with the same formula, charge and spin = 2.087 eV
Lowest unoccupied orbital energy (spin up / spin down) = -6.2 / -6.2 eV